The following is a DFT calculation (ωB97M-V with the def2-TZVPD basis set) of C42H48Ge2N5OOsS as an isolated structure.

Element x y z (Å)
Os (-0.691, 0.453, -1.834)
C (-1.559, 3.027, -3.211)
N (-0.987, 1.688, -3.499)
C (-1.823, 0.933, -4.479)
C (-1.375, -0.489, -4.443)
N (-0.693, -0.972, -3.411)
C (-0.321, -2.289, -3.798)
C (0.558, -3.229, -3.249)
C (0.722, -4.422, -3.922)
C (0.061, -4.692, -5.131)
C (-0.750, -3.748, -5.722)
C (-0.904, -2.551, -5.035)
N (-1.558, -1.378, -5.415)
C (-1.206, 3.373, -1.813)
N (-0.852, 2.434, -0.959)
C (-0.706, 3.105, 0.275)
C (-0.338, 2.644, 1.537)
C (-0.283, 3.555, 2.569)
C (-0.587, 4.914, 2.361)
C (-0.945, 5.387, 1.119)
C (-0.997, 4.452, 0.089)
N (-1.306, 4.589, -1.261)
H (-2.644, 2.959, -3.305)
H (-1.212, 3.777, -3.925)
H (-0.049, 1.808, -3.887)
H (-1.718, 1.330, -5.492)
H (-2.865, 1.042, -4.181)
H (1.143, -3.043, -2.361)
H (1.395, -5.164, -3.516)
H (0.220, -5.641, -5.624)
H (-1.222, -3.922, -6.680)
H (-2.034, -1.219, -6.291)
H (-0.089, 1.612, 1.702)
H (0.008, 3.226, 3.558)
H (-0.530, 5.601, 3.194)
H (-1.170, 6.432, 0.953)
H (-1.562, 5.441, -1.735)
C (-4.624, -2.114, -0.206)
C (-3.756, -1.414, -1.257)
Ge (-2.651, -0.060, -0.431)
C (-3.551, 1.252, 0.657)
C (-4.441, 2.111, -0.260)
C (-0.155, -1.472, -0.606)
C (1.146, -1.164, 0.230)
Ge (1.717, 0.275, -0.976)
C (2.530, -0.307, -2.649)
C (3.961, -0.846, -2.535)
C (2.584, 1.812, -0.161)
C (3.833, 1.506, 0.670)
C (2.054, -2.279, 0.662)
C (1.474, -3.483, 1.068)
C (2.264, -4.543, 1.482)
C (3.646, -4.405, 1.506)
C (4.232, -3.210, 1.114)
C (3.437, -2.153, 0.690)
H (-5.239, -2.877, -0.684)
H (-5.299, -1.419, 0.294)
H (-4.020, -2.609, 0.555)
H (-4.374, -0.906, -2.002)
H (-3.117, -2.116, -1.795)
H (-2.822, 1.868, 1.178)
H (-4.157, 0.752, 1.413)
H (-3.837, 2.655, -0.992)
H (-5.002, 2.853, 0.308)
H (-5.172, 1.509, -0.803)
H (-0.402, -2.250, -1.307)
H (2.526, 0.601, -3.265)
H (1.880, -1.029, -3.144)
H (4.627, -0.149, -2.025)
H (4.370, -1.004, -3.533)
H (3.991, -1.798, -2.010)
H (1.851, 2.330, 0.448)
H (2.833, 2.473, -0.997)
H (3.610, 0.860, 1.521)
H (4.240, 2.434, 1.071)
H (4.625, 1.037, 0.087)
H (0.393, -3.590, 1.069)
H (1.806, -5.473, 1.792)
H (4.266, -5.230, 1.830)
H (5.308, -3.102, 1.135)
H (3.905, -1.222, 0.391)
C (1.432, 1.780, 8.675)
C (1.329, 1.302, 7.262)
O (1.991, 1.637, 6.332)
S (-0.097, 0.126, 7.023)
C (0.008, -0.174, 5.318)
C (-1.205, -0.230, 4.596)
C (-1.185, -0.427, 3.248)
C (0.050, -0.622, 2.564)
C (1.259, -0.657, 3.324)
C (1.237, -0.416, 4.666)
C (0.099, -0.637, 1.190)
C (-0.969, -0.674, 0.168)
H (0.511, 2.294, 8.956)
H (2.271, 2.462, 8.769)
H (1.548, 0.921, 9.338)
H (-2.139, -0.079, 5.121)
H (-2.112, -0.434, 2.689)
H (2.195, -0.866, 2.821)
H (2.155, -0.428, 5.235)

Computed properties:
Charge: +3

Atom charges from the Löwdin analysis, given in e for atoms 1 to 2: 1.008 -0.067

***

The following is a DFT calculation (ωB97M-V with the def2-TZVPD basis set) of C5H12O as an isolated structure.

Element x y z (Å)
C (-0.657, 1.878, -1.121)
C (0.132, 0.635, -1.560)
C (-0.176, -0.707, -0.930)
C (1.489, -0.785, 0.986)
O (0.140, -0.354, 0.796)
C (-0.777, -1.119, 1.577)
H (-1.738, 1.701, -1.215)
H (-0.448, 2.125, -0.073)
H (-0.403, 2.759, -1.727)
H (1.214, 0.863, -1.558)
H (-0.103, 0.411, -2.614)
H (-1.279, -0.718, -0.788)
H (1.578, -1.788, 0.563)
H (1.748, -0.753, 2.051)
H (2.116, -0.095, 0.419)
H (-0.517, -1.035, 2.637)
H (-1.769, -0.696, 1.405)
H (-0.745, -2.164, 1.245)

Computed properties:
Charge: 0

Atom charges from the Löwdin analysis, given in e for atoms 1 to 2: -0.127 -0.351

***

no.,lowest unoccupied orbital energy (eV)
1,-9.12
2,0.91